(1)
16
Properties=species:S:1:pos:R:3:mulliken_charge:R:1 method="wB97M-V/def2-TZVPD" lumo_energy_ha="-0.03438 / -0.03444" e_above_lowest_kcal_mol=112.3
C 3.33 0.36 0.36 -0.945
C 1.25 -1.60 -0.94 -1.521
C 0.15 -1.09 -0.35 0.610
C -0.90 -0.59 0.07 0.675
C -2.15 0.01 0.51 -0.606
C -2.88 0.83 -0.57 -1.042
H 3.03 1.40 0.47 0.245
H 2.89 -0.23 1.17 0.211
H 4.42 0.28 0.40 0.294
H 2.97 -0.02 -0.61 0.224
H 1.81 -2.27 -0.27 0.322
H -1.93 0.63 1.39 0.300
H -2.79 -0.80 0.89 0.294
H -3.11 0.20 -1.43 0.310
H -3.82 1.23 -0.17 0.325
H -2.26 1.66 -0.91 0.304

=====

(2)
18
Properties=species:S:1:pos:R:3:mulliken_charge:R:1 method="wB97M-V/def2-TZVPD" lumo_energy_ha=0.03173 smiles=C[C@]1(Cl)CC[C@]1(C)Br e_above_lowest_kcal_mol=13.8
C -1.42 -1.65 0.24 -1.420
C -0.69 -0.46 -0.43 1.129
Cl -1.53 0.06 -1.89 -0.190
C 0.84 -0.79 -0.61 -0.862
C 1.18 0.14 0.56 -0.855
C -0.21 0.71 0.51 0.433
C -0.30 2.13 -0.07 -1.304
Br -1.01 0.80 2.31 -0.178
H -1.80 -1.22 1.14 0.359
H -0.88 -2.54 0.49 0.309
H -2.32 -1.82 -0.35 0.345
H 1.10 -0.57 -1.68 0.293
H 1.22 -1.78 -0.25 0.271
H 1.42 -0.35 1.44 0.356
H 1.91 0.90 0.42 0.299
H -1.25 2.06 -0.79 0.323
H 0.45 2.51 -0.75 0.337
H -0.49 2.83 0.81 0.352

=====

(3)
19
Properties=species:S:1:pos:R:3:mulliken_charge:R:1 method="wB97M-V/def2-TZVPD" lumo_energy_ha=-0.16686 smiles="CC1=C[C@@](N)(Br)[NH2+]C=C1" e_above_lowest_kcal_mol=40.1 charge=+1
C -2.01 1.48 -0.99 -1.272
C -1.02 0.67 -0.30 0.762
C -0.11 -0.05 -0.96 -0.575
C 1.00 -0.79 -0.27 0.349
N 1.39 -1.99 -0.83 -0.583
Br 2.78 0.56 -0.14 -0.116
N 0.78 -0.94 1.22 -0.043
C 0.07 0.21 1.85 -0.783
C -0.78 0.96 1.15 -0.228
H -1.94 2.47 -0.56 0.345
H -3.00 0.94 -1.13 0.326
H -1.92 1.50 -2.15 0.324
H -0.09 -0.16 -1.98 0.317
H 1.44 -1.99 -1.87 0.279
H 2.26 -2.46 -0.66 0.299
H 1.72 -1.14 1.47 0.447
H 0.21 -1.71 1.63 0.427
H 0.35 0.53 2.81 0.424
H -1.11 1.90 1.70 0.300

=====

(4)
30
Properties=species:S:1:pos:R:3:mulliken_charge:R:1 method="wB97M-V/def2-TZVPD" lumo_energy_ha=0.00419 smiles=ClC(Cl)Cl.ClC(Cl)Cl.ClCCl.ClCCl.ClCCl.ClCCl e_above_lowest_kcal_mol=18.4
Cl -3.80 22.18 -3.24 -0.109
C -4.41 23.13 -1.88 0.044
Cl -3.19 23.28 -0.60 -0.105
Cl -5.88 22.38 -1.13 -0.127
H -4.73 24.07 -2.33 0.299
Cl 0.31 17.49 -4.13 -0.120
C -0.46 17.92 -2.62 0.059
Cl 0.29 19.41 -1.93 -0.126
Cl -0.19 16.62 -1.53 -0.106
H -1.50 18.14 -2.88 0.291
Cl 3.94 24.65 0.20 -0.146
C 2.43 25.00 -0.64 -0.193
Cl 2.77 25.04 -2.37 -0.141
H 1.74 24.18 -0.45 0.210
H 1.97 25.92 -0.27 0.270
Cl 6.44 19.78 -2.09 -0.142
C 5.29 18.81 -1.20 -0.162
Cl 5.91 17.30 -0.47 -0.158
H 5.00 19.46 -0.38 0.237
H 4.48 18.60 -1.90 0.224
Cl -9.51 17.54 -2.47 -0.142
C -8.11 16.45 -2.39 -0.240
Cl -6.58 17.19 -2.91 -0.138
H -7.97 16.15 -1.36 0.256
H -8.28 15.60 -3.04 0.264
Cl 3.22 20.14 -9.95 -0.151
C 2.75 20.45 -8.25 -0.210
Cl 3.89 21.57 -7.42 -0.142
H 1.77 20.91 -8.27 0.265
H 2.83 19.50 -7.73 0.238

=====

(5)
19
Properties=species:S:1:pos:R:3:mulliken_charge:R:1 method="wB97M-V/def2-TZVPD" multiplicity=3 lumo_energy_ha="0.02911 / -0.05888" s_squared=2.011
C 0.89 0.23 0.41 0.503
C -0.22 0.00 -0.20 -0.168
C 1.76 1.14 -0.43 -0.482
C -0.34 0.50 -1.62 -0.487
C 1.00 1.22 -1.83 -0.634
C 1.37 -0.20 1.74 -1.377
Si -3.28 -1.71 1.11 0.480
Cl -3.76 -3.04 -0.24 -0.182
Cl -3.04 -2.52 2.96 -0.203
H 1.94 2.19 -0.01 0.251
H 2.85 0.82 -0.59 0.237
H -0.64 -0.39 -2.16 0.381
H -1.12 1.29 -1.78 0.204
H 1.01 2.16 -2.29 0.485
H 1.45 0.41 -2.49 0.138
H 0.63 -0.76 2.41 0.269
H 1.95 0.50 2.29 0.344
H 1.99 -1.09 1.78 0.311
H -4.43 -0.74 0.92 -0.072

=====

(6)
18
Properties=species:S:1:pos:R:3:mulliken_charge:R:1 method="wB97M-V/def2-TZVPD" lumo_energy_ha=0.02815 smiles="C=C1[C@H](Cl)CC[C@@H]1N" e_above_lowest_kcal_mol=79.6
C -0.66 -1.32 1.42 -0.874
C -0.48 -0.65 0.32 -0.110
C 0.74 -0.29 -0.42 0.353
Cl 2.29 -0.50 0.51 -0.216
C 0.40 1.05 -1.18 -0.647
C -1.04 0.67 -1.56 -0.964
C -1.58 0.00 -0.27 0.206
N -2.11 1.23 0.60 -0.703
H -1.69 -1.71 1.62 0.300
H 0.12 -1.74 2.16 0.246
H 0.70 -0.91 -1.46 0.254
H 0.97 1.25 -2.11 0.326
H 0.43 2.25 -0.70 0.223
H -1.52 1.65 -1.44 0.403
H -1.56 0.13 -2.44 0.295
H -2.45 -0.71 -0.65 0.298
H -2.14 0.94 1.72 0.321
H -1.38 2.02 0.64 0.289

=====

(7)
21
Properties=species:S:1:pos:R:3:mulliken_charge:R:1 method="wB97M-V/def2-TZVPD" lumo_energy_ha=-0.14634 smiles="[NH2+]=C1C=CN2NC[C@H](Cl)[C@H]2N1" e_above_lowest_kcal_mol=39.2 charge=+1
N 3.23 0.12 0.63 -0.419
C 1.98 0.20 0.13 0.721
C 1.78 0.00 -1.21 -0.953
C 0.49 -0.24 -1.65 0.031
N -0.50 -0.21 -0.81 0.546
N -1.81 -0.33 -1.15 -0.821
C -2.66 -0.35 0.10 -0.646
C -1.59 -0.03 1.21 0.059
Cl -2.14 0.99 2.51 -0.133
C -0.42 0.56 0.44 -0.395
N 0.89 0.38 1.01 -0.227
H 3.97 0.11 -0.03 0.269
H 3.28 0.75 1.42 0.282
H 2.45 0.01 -1.99 0.353
H 0.42 -0.56 -2.63 0.450
H -2.12 -1.08 -1.74 0.264
H -3.20 -1.18 0.44 0.370
H -3.38 0.44 -0.23 0.324
H -1.19 -1.10 1.38 0.386
H -0.39 1.61 0.29 0.257
H 0.90 -0.10 1.89 0.281

=====

(8)
31
Properties=species:S:1:pos:R:3:mulliken_charge:R:1 method="wB97M-V/def2-TZVPD" lumo_energy_ha=-0.34849 e_above_lowest_kcal_mol=0.0 charge=+3
Na 0.05 -1.34 4.28 0.994
Na -5.85 0.22 1.25 1.029
Na -3.17 -4.81 1.50 1.038
Na 0.37 -2.12 -0.62 0.943
O -3.54 -0.07 1.47 -0.682
P -2.50 -1.10 1.62 0.546
O -2.83 -2.54 1.79 -0.699
F -1.50 -0.58 2.76 -0.276
F -1.42 -0.99 0.45 -0.026
C -1.89 0.70 -2.50 -0.024
C -1.49 2.13 -2.89 -0.478
O -0.12 2.22 -2.48 -0.305
C 0.34 1.00 -2.19 0.631
O 1.37 0.74 -1.67 -0.466
O -0.60 0.07 -2.50 -0.293
H -2.55 0.26 -3.24 0.357
H -2.36 0.69 -1.51 0.029
H -2.04 2.92 -2.38 0.315
H -1.60 2.35 -3.95 0.286
C 1.02 1.59 1.60 -0.212
O 2.29 1.22 1.10 -0.279
C 2.57 -0.04 0.91 1.038
O 1.79 -0.99 1.02 -0.750
O 3.83 -0.13 0.59 -0.296
C 4.35 -1.39 0.19 -0.580
H 0.61 0.89 2.33 -0.043
H 0.27 1.71 0.81 0.110
H 1.18 2.58 2.01 0.302
H 3.70 -1.89 -0.54 0.218
H 4.40 -2.10 1.02 0.301
H 5.32 -1.20 -0.26 0.271

=====

(9)
41
Properties=species:S:1:pos:R:3:mulliken_charge:R:1 method="wB97M-V/def2-TZVPD" lumo_energy_ha=0.06620 e_above_lowest_kcal_mol=16.3 charge=-1
K -0.19 0.48 1.02 1.029
N 0.99 -0.63 3.41 -0.213
S 0.39 -1.01 4.80 1.035
O 1.22 -0.51 5.88 -0.622
O -0.36 -2.24 4.98 -0.563
F -0.85 0.00 4.78 -0.295
S 1.56 -2.21 3.10 1.116
O 0.62 -3.08 2.43 -0.522
O 2.45 -2.77 4.06 -0.610
F 2.62 -1.85 1.92 -0.288
N 0.67 3.13 1.08 -0.115
S -0.29 4.36 1.63 0.961
O -1.60 4.48 1.04 -0.529
O 0.38 5.55 2.10 -0.593
F -0.57 3.65 3.04 -0.279
S 1.15 3.94 -0.17 0.986
O 2.36 4.70 -0.08 -0.604
O 0.14 4.42 -1.08 -0.517
F 1.67 2.59 -0.90 -0.310
C 1.78 -4.70 -1.38 -0.299
C 2.73 -3.87 -2.24 -0.292
O 2.19 -2.57 -2.14 -0.309
C 1.19 -2.52 -1.28 0.555
O 0.63 -1.55 -0.86 -0.451
O 1.03 -3.73 -0.66 -0.287
H 2.29 -5.39 -0.71 0.271
H 1.12 -5.37 -1.94 0.236
H 2.96 -4.21 -3.25 0.301
H 3.69 -3.77 -1.72 0.255
C -2.66 3.58 -2.09 -0.498
O -3.15 2.34 -2.57 -0.352
C -2.65 1.21 -2.09 0.701
O -1.78 1.10 -1.26 -0.524
O -3.25 0.22 -2.74 -0.357
C -2.78 -1.10 -2.54 -0.592
H -3.28 4.34 -2.58 0.242
H -1.64 3.79 -2.41 0.280
H -2.76 3.64 -1.01 0.256
H -2.82 -1.40 -1.49 0.289
H -1.78 -1.29 -2.92 0.242
H -3.40 -1.75 -3.15 0.264

=====

(10)
20
Properties=species:S:1:pos:R:3:mulliken_charge:R:1 method="wB97M-V/def2-TZVPD" lumo_energy_ha=0.02434
C 2.20 -0.42 -2.55 -1.323
C 0.92 -0.57 -1.75 -0.012
O 1.09 -1.08 -0.41 -0.328
C 0.07 -0.87 0.39 0.427
O -1.06 -0.64 -0.34 -0.494
C 0.13 -0.60 1.73 0.279
F 1.30 -1.13 2.32 -0.284
P -1.37 -0.51 2.75 -0.265
H 1.90 -0.19 -3.53 0.408
H 2.74 0.48 -2.24 0.301
H 2.94 -1.21 -2.66 0.339
H 0.27 -1.14 -2.36 0.255
H 0.56 0.51 -1.69 0.202
H -1.83 -0.99 0.16 0.314
H -1.38 -1.94 3.10 0.085
H -0.78 -0.01 3.96 0.085
C -1.37 2.64 0.62 -0.393
C -2.50 2.66 1.06 -0.378
H -0.33 2.58 0.27 0.381
H -3.47 2.44 1.18 0.400

=====

no.,energy (eV),largest force on an atom (eV/Å)
1,-6378.98967,0.3
2,-88947.77445,3.5
3,-79397.98321,4.1
4,-181697.37246,1.2
5,-39303.60429,4.9
6,-20393.01746,5.1
7,-24858.68086,4.1
8,-55138.18475,1.4
9,-108567.31648,6.2
10,-22480.37859,4.6